Below is a 5-piece molecular cluster, H10O5 overall, with properties calculated with the ωB97M-V functional and the def2-TZVPD basis.

CARTESIAN COORDINATES (ANGSTROEM)
O: -1.49272 -24.51186 16.14980
H: -0.80495 -24.57285 16.82085
H: -1.03884 -24.63266 15.31082
O: -4.82228 -18.76805 17.70486
H: -5.42319 -18.07656 17.41626
H: -4.17643 -18.85307 16.99260
O: -3.03919 -26.46504 17.87850
H: -3.04263 -27.39655 17.64344
H: -2.86795 -25.99953 17.05146
O: -2.81352 -19.69687 15.75714
H: -2.55784 -19.56553 14.83893
H: -2.09202 -19.32148 16.27442
O: -3.10948 -22.22973 17.02855
H: -3.01037 -21.54351 16.35618
H: -2.75528 -23.03766 16.63628

Properties
Energy above the lowest of the compared OMol25 structures with the same formula, charge and spin (kcal per mole): 23.95
SMILES: O.O.O.O.O
HOMO (eV): -10.32
Spin multiplicity: 1